1.
Computed, not measured: C14H21BBr3Ca2Cl4CsFKN2O7 as an isolated structure, with the ωB97M-V functional and the def2-TZVPD basis.

The geometry in XYZ format:
```
57
Properties=species:S:1:pos:R:3:mulliken_charge:R:1
C 1.002 4.057 1.665 -0.472
C 1.439 5.227 0.608 -0.302
C 0.237 5.624 -0.382 -0.531
C 0.078 4.685 -1.669 -0.662
C 1.395 4.523 -2.573 1.402
N 0.898 4.309 -3.998 -0.818
B 2.122 3.145 -2.149 0.531
O 1.352 1.910 -2.300 -0.518
O 3.469 3.013 -1.586 -0.451
C 2.353 5.799 -2.629 0.154
O 3.633 5.676 -2.797 -0.567
O 1.903 7.123 -2.556 -0.590
H -0.148 3.999 1.701 0.172
H 1.368 4.325 2.731 0.338
H 1.460 3.031 1.379 -0.143
H 2.434 4.997 0.092 0.132
H 1.635 6.159 1.268 0.352
H -0.740 5.497 0.234 0.150
H 0.272 6.751 -0.632 0.358
H -0.745 5.149 -2.337 0.175
H -0.321 3.658 -1.317 -0.047
H 0.663 5.260 -4.355 0.343
H 1.703 4.028 -4.601 0.318
H 0.937 1.739 -1.412 0.107
H 3.433 2.864 -0.594 0.243
Ca 4.734 1.587 -0.260 1.340
C -0.073 -1.234 0.466 -0.005
Cl 0.986 -2.239 1.474 -0.173
Cl 0.366 0.477 0.613 -0.055
Cl 0.002 -1.751 -1.222 -0.055
H -1.097 -1.355 0.817 0.294
C 1.200 -6.871 2.421 -0.528
C 0.809 -7.884 3.287 -0.631
C -0.236 -7.667 4.187 -0.556
C -0.891 -6.441 4.210 -0.559
C -0.504 -5.428 3.340 -0.154
C 0.544 -5.640 2.448 -0.065
H 2.014 -7.039 1.722 0.418
H 1.316 -8.845 3.263 0.333
H -0.539 -8.454 4.867 0.794
H -1.706 -6.275 4.906 0.407
H -1.018 -4.472 3.357 0.386
H 0.849 -4.848 1.772 -0.146
C -4.299 4.326 0.045 -0.320
Br -6.179 3.854 0.076 -0.026
Br -3.829 5.522 1.498 -0.039
Br -3.162 2.752 0.012 0.000
H -4.121 4.867 -0.884 0.370
N -2.592 -3.438 -2.679 0.847
O -3.186 -2.364 -2.532 -0.539
O -2.057 -3.996 -1.693 -0.612
O -2.528 -3.966 -3.810 -0.576
K 1.032 -9.112 5.421 1.005
Cl -4.265 -4.848 -5.464 -0.574
F -0.426 -9.294 1.724 -0.844
Cs 0.389 -5.641 -0.171 1.113
Ca -3.367 -6.828 -4.999 1.477
```

Values from the calculation:
**Frontier orbital gap**: 0.0950 Eh
**Net charge**: +2
**LUMO energy**: -8.4 eV

***

2.
Computed, not measured: C20H36IrN4O7P2 as an isolated structure, with the ωB97M-V functional and the def2-TZVPD basis.

The geometry in XYZ format:
```
70
Properties=species:S:1:pos:R:3:mulliken_spin:R:1
Ir -1.180 -0.266 -0.305 2.349
C 4.572 -0.202 0.971 0.000
N 3.485 0.031 0.036 0.001
C 3.933 0.263 -1.332 0.001
P 2.028 0.683 0.417 0.029
O 0.966 0.154 -0.481 0.078
O 1.886 0.207 1.953 -0.007
P 0.547 -0.330 2.714 0.012
O -0.681 0.128 2.029 0.001
N 0.790 0.278 4.207 0.003
C 1.995 0.898 4.716 0.001
C -0.353 0.330 5.108 0.002
N 0.650 -1.962 2.799 -0.006
C 0.077 -2.809 1.757 0.065
C 1.830 -2.540 3.428 0.000
N 2.100 2.314 0.407 -0.001
C 3.009 2.957 1.346 0.000
C 0.937 3.137 0.077 0.003
H 5.279 0.634 0.989 0.000
H 5.119 -1.096 0.664 0.000
H 4.188 -0.366 1.974 0.000
H 4.557 1.159 -1.400 0.000
H 3.076 0.377 -1.992 0.000
H 4.511 -0.599 -1.667 0.000
H 2.820 0.780 4.018 0.000
H 2.279 0.438 5.667 0.000
H 1.838 1.968 4.889 0.000
H -1.234 -0.085 4.623 0.000
H -0.569 1.367 5.372 0.000
H -0.146 -0.237 6.019 0.000
H -0.855 -2.378 1.388 -0.022
H -0.145 -3.785 2.192 0.003
H 0.770 -2.942 0.919 -0.009
H 2.145 -1.938 4.280 0.000
H 2.663 -2.626 2.721 0.000
H 1.586 -3.539 3.793 0.000
H 3.900 2.352 1.509 0.000
H 2.523 3.131 2.312 0.000
H 3.325 3.918 0.938 0.000
H 0.288 2.631 -0.628 0.004
H 1.296 4.069 -0.363 0.000
H 0.343 3.360 0.966 0.000
O -3.290 3.115 -1.676 0.068
C -2.884 2.019 -1.319 0.053
O -1.903 1.835 -0.495 0.166
C -3.979 -0.232 -0.785 0.039
O -5.018 -0.963 -1.203 0.816
O -2.945 -1.028 -0.260 0.247
C -4.690 0.021 -3.944 0.077
C -3.342 0.363 -3.299 0.117
C -2.734 1.513 -4.117 0.041
C -3.514 0.772 -1.853 0.555
C -2.380 -0.831 -3.294 0.188
C -2.802 -2.139 -3.491 -0.022
C -1.915 -3.202 -3.381 0.052
C -0.582 -2.985 -3.073 -0.034
C -0.138 -1.686 -2.871 0.027
C -1.031 -0.621 -2.964 0.049
H -5.306 0.920 -3.970 -0.006
H -5.244 -0.741 -3.401 0.000
H -4.536 -0.320 -4.970 0.002
H -3.420 2.358 -4.134 -0.008
H -2.553 1.170 -5.136 0.000
H -1.796 1.877 -3.704 -0.007
H -4.384 0.393 0.047 0.092
H -3.837 -2.344 -3.717 -0.003
H -2.274 -4.211 -3.537 0.003
H 0.104 -3.818 -2.989 -0.003
H 0.895 -1.487 -2.620 0.004
H -0.649 0.390 -2.872 -0.020
```

Values from the calculation:
**Expectation value of S²**: 8.7718
**Frontier orbital gap (spin up / spin down)**: 0.2474 / 0.2549 Eh
**ΔE to the lowest compared entry with this formula, charge and spin**: 0.0 kJ/mol
**LUMO energy (spin up / spin down)**: 0.1 / -0.7 eV
**Multiplicity**: 6

***

3.
Computed, not measured: a 2-piece molecular cluster, C10H20ClNSi overall, with the ωB97M-V functional and the def2-TZVPD basis.

The geometry in XYZ format:
```
33
Properties=species:S:1:pos:R:3:mulliken_charge:R:1
C 0.256 2.173 1.586 0.481
C -1.268 3.863 3.950 -1.215
C 1.711 -0.218 -1.968 -1.235
C 2.876 -2.459 -1.567 -1.495
C -1.672 -2.184 0.755 -1.666
C -0.889 -2.798 -1.633 -1.489
C -0.869 4.259 2.524 -0.201
C 0.329 3.405 2.134 -0.812
C 2.237 -1.225 -0.927 0.471
C -0.803 -1.838 -0.415 0.896
N 0.306 1.098 1.201 -0.211
Si 0.862 -1.699 0.140 -0.220
Cl 1.489 -3.316 1.279 -0.363
H -1.985 3.035 3.987 0.321
H -0.456 3.498 4.498 0.381
H -1.752 4.551 4.608 0.369
H 1.807 -0.585 -2.963 0.387
H 0.588 0.062 -1.889 0.252
H 2.273 0.717 -1.869 0.300
H 3.935 -2.277 -1.800 0.366
H 2.440 -2.846 -2.451 0.387
H 2.731 -3.372 -0.901 0.285
H -2.706 -2.303 0.486 0.392
H -1.290 -3.074 1.210 0.394
H -1.633 -1.479 1.558 0.379
H -1.829 -2.433 -1.965 0.500
H -1.024 -3.886 -1.460 0.281
H -0.182 -2.514 -2.443 0.328
H -0.494 5.340 2.428 0.247
H -1.738 4.133 1.904 0.319
H 1.298 3.910 2.166 0.358
H 2.895 -0.699 -0.311 0.516
H -1.085 -0.930 -0.924 0.297
```

Values from the calculation:
**Frontier orbital gap (spin up / spin down)**: 0.3605 / 0.1526 Eh
**LUMO energy (spin up / spin down)**: 0.7 / -1.3 eV

***

4.
Computed, not measured: C30H23BrIO3PPtSSe as an isolated structure, with the ωB97M-V functional and the def2-TZVPD basis.

The geometry in XYZ format:
```
62
Properties=species:S:1:pos:R:3:mulliken_spin:R:1
Pt 0.387 1.214 1.758 0.998
O -0.335 0.437 3.864 0.062
S 0.637 -0.685 3.938 -0.025
O 1.059 -1.032 5.259 0.013
O 1.723 -0.425 2.963 0.071
C -0.248 -2.088 3.273 -0.001
C -0.395 -3.195 4.095 0.001
C -1.101 -4.303 3.646 0.001
C -1.668 -4.302 2.382 0.000
C -1.519 -3.194 1.562 0.009
C -0.801 -2.081 1.989 -0.020
P -0.599 -0.678 0.844 0.257
C -2.258 -0.504 0.139 0.022
C -3.256 -0.062 1.009 0.032
C -4.546 0.138 0.550 -0.005
C -4.848 -0.093 -0.788 0.013
C -3.862 -0.540 -1.654 -0.006
C -2.568 -0.753 -1.194 0.019
C 0.477 -1.270 -0.483 -0.004
C 1.147 -2.487 -0.425 0.021
C 2.037 -2.835 -1.432 -0.008
C 2.261 -1.974 -2.495 0.013
C 1.599 -0.754 -2.553 -0.006
C 0.720 -0.398 -1.547 0.050
H 0.044 -3.166 5.083 0.000
H -1.215 -5.165 4.289 0.000
H -2.227 -5.160 2.033 0.000
H -1.965 -3.191 0.574 0.004
H -3.014 0.128 2.050 0.002
H -5.313 0.482 1.231 0.000
H -5.853 0.074 -1.152 0.001
H -4.098 -0.731 -2.693 0.000
H -1.805 -1.103 -1.877 0.004
H 0.987 -3.161 0.407 0.002
H 2.564 -3.779 -1.378 0.000
H 2.967 -2.243 -3.270 0.000
H 1.793 -0.066 -3.365 0.000
H 0.246 0.578 -1.565 -0.019
Br -0.193 6.231 0.791 0.002
C -0.907 4.978 -0.423 -0.011
C -0.797 5.245 -1.782 -0.001
C -1.285 4.341 -2.708 0.004
C -1.898 3.169 -2.287 -0.003
C -2.012 2.897 -0.935 0.002
C -1.507 3.801 -0.006 0.005
I -1.611 3.251 2.005 0.140
H -0.317 6.159 -2.103 0.000
H -1.187 4.557 -3.763 0.000
H -2.286 2.461 -3.008 0.000
H -2.480 1.983 -0.600 0.003
Se 1.676 2.593 0.262 0.329
C 3.123 1.498 -0.349 -0.018
C 3.545 0.351 0.313 0.047
C 4.577 -0.410 -0.214 -0.010
C 5.197 -0.038 -1.399 0.027
C 4.782 1.114 -2.055 -0.014
C 3.750 1.879 -1.533 0.007
H 3.086 0.051 1.246 -0.008
H 4.899 -1.301 0.310 0.000
H 6.003 -0.635 -1.805 0.001
H 5.263 1.420 -2.976 -0.001
H 3.423 2.774 -2.048 -0.001
```

Values from the calculation:
**Expectation value of S²**: 2.0110
**Frontier orbital gap (spin up / spin down)**: 0.2668 / 0.2258 Eh
**ΔE to the lowest compared entry with this formula, charge and spin**: 0.0 kJ/mol
**LUMO energy (spin up / spin down)**: 0.3 / -1.4 eV
**Multiplicity**: 3

***

5.
Computed, not measured: C5H4NO5S6SbTc as an isolated structure, with the ωB97M-V functional and the def2-TZVPD basis.

The geometry in XYZ format:
```
23
Properties=species:S:1:pos:R:3:mulliken_spin:R:1
Tc 1.174 -0.118 -0.548 0.914
O -0.542 -1.008 -0.812 0.036
N -1.503 -0.863 0.134 -0.014
C -2.673 -1.488 -0.124 0.012
C -3.690 -1.422 0.781 -0.007
C -3.493 -0.700 1.967 0.012
C -2.299 -0.068 2.190 -0.006
C -1.267 -0.141 1.241 0.015
S 0.233 0.699 1.378 -0.019
H -2.702 -2.012 -1.067 0.000
H -4.622 -1.923 0.567 0.000
H -4.283 -0.639 2.702 0.001
H -2.117 0.506 3.087 0.000
O 1.997 1.806 -3.878 -0.002
S 1.908 1.070 -2.674 0.000
O 1.583 -0.384 -2.730 -0.007
O 0.823 1.542 -1.695 0.012
O 3.145 1.112 -1.803 0.010
S 5.147 0.360 0.304 0.012
Sb 4.334 2.568 -0.675 0.005
S 3.403 -0.347 1.078 0.080
S 2.643 -1.749 -0.213 -0.053
S 2.802 3.200 0.790 -0.001
```

Values from the calculation:
**Expectation value of S²**: 0.7594
**Frontier orbital gap (spin up / spin down)**: 0.2275 / 0.2356 Eh
**ΔE to the lowest compared entry with this formula, charge and spin**: 0.0 kJ/mol
**LUMO energy (spin up / spin down)**: -2.0 / -1.8 eV
**Multiplicity**: 2